1.
Density functional theory data (ωB97M-V/def2-TZVPD) for C6H10O in the gas phase.

Element x y z (Å)
O: -0.627863 -0.062462 1.759038
C: 0.742001 -1.031185 -0.035654
C: -1.731549 -0.527219 -0.325771
C: 1.886034 -0.104874 -0.345030
C: 0.040225 1.333174 -0.058401
C: 1.505610 1.169722 -0.364010
C: -0.435610 -0.087556 0.344157
H: -0.509809 1.721536 -0.926692
H: -1.674502 -0.431117 -1.414387
H: 0.495189 -1.651347 -0.910173
H: -0.143467 2.019763 0.775462
H: -1.927205 -1.584152 -0.097198
H: 0.951207 -1.714444 0.795717
H: 2.157477 2.011986 -0.580408
H: -1.358455 -0.657501 1.964354
H: -2.575211 0.069233 0.040044
H: 2.892429 -0.460437 -0.549549

Forces on atoms 1 to 3 (eV/Å):
-0.1 -0.2 0.1
0.0 0.0 0.0
-0.1 0.0 0.0

## Properties
Electronic energy ... -309.838643 a.u.
Lowest unoccupied orbital energy ... 0.983 eV
Energy relative to the best compared isomer or geometry (same formula, charge and spin) ... 2.3 kcal/mol
SMILES ... CC1(O)CC=CC1

---

2.
Density functional theory data (ωB97M-V/def2-TZVPD) for 2 unconnected molecules or ions with the total composition C4H12N2.

Element x y z (Å)
N: -3.022335 0.075410 -0.686968
N: 1.421460 0.712423 -1.078843
C: -2.264790 -0.163176 1.632768
C: -3.092858 0.355409 0.741718
C: 1.849651 -0.425044 -0.224719
C: 3.341087 -0.339147 -0.052314
H: 0.419669 0.636742 -1.272219
H: -1.280980 -0.448693 1.275860
H: -2.843336 0.979023 -1.135322
H: -3.816262 1.108807 1.045471
H: 1.312759 -0.374325 0.725106
H: 1.776185 0.568933 -2.022940
H: 3.657888 0.606027 0.391032
H: 3.625086 -1.172012 0.603199
H: -3.955469 -0.252985 -0.950888
H: 1.476646 -1.338892 -0.707852
H: -2.502541 -0.076039 2.693134
H: 3.898140 -0.452462 -0.976224

Forces on atoms 1 to 3 (eV/Å):
0.7 0.4 1.2
-0.5 -0.1 -0.2
0.2 0.6 0.0

## Properties
Multiplicity ... 2
Electronic energy ... -269.001712 a.u.
Total charge ... -1
Lowest unoccupied orbital energy (alpha / beta) ... 3.618 / 3.504 eV
Energy relative to the best compared isomer or geometry (same formula, charge and spin) ... 32.6 kcal/mol

---

3.
Density functional theory data (ωB97M-V/def2-TZVPD) for a molecular structure, C11H9Cl5N3PdSb.

Element x y z (Å)
Sb: -0.956741 1.075905 -0.088204
Pd: 0.997637 -1.090791 0.477989
Cl: 3.157889 1.414627 0.032103
Cl: 1.449824 -1.446812 -5.232436
Cl: 3.510993 0.891143 -5.332108
Cl: 0.246120 -2.367359 -2.519646
Cl: 4.367920 2.313735 -2.687615
N: -1.613646 -4.435947 5.265628
N: 0.367783 -1.696338 2.396536
N: -0.379685 -2.385257 4.640213
C: 1.929300 -0.666703 -3.750971
C: -0.018844 -2.080849 3.420982
C: -0.550646 1.577309 1.975476
C: -1.034163 -3.491843 4.905860
C: 2.849939 0.377293 -3.810963
C: 2.675735 0.568577 -1.422056
C: 1.754742 -0.478661 -1.291416
C: 3.223143 1.002532 -2.625204
C: -2.300124 -0.593306 0.222466
C: -2.778858 2.376578 0.033026
C: 1.415409 -1.061529 -2.519826
H: -1.740315 -1.519767 0.311944
H: -0.157151 2.596162 2.015357
H: -1.479976 1.527366 2.546447
H: -2.883111 -0.422522 1.129275
H: -3.404237 2.228269 -0.852223
H: 0.179428 0.885565 2.388401
H: -2.975336 -0.653919 -0.635490
H: -3.360298 2.124790 0.924939
H: -2.492731 3.431751 0.081517

Forces on atoms 1 to 3 (eV/Å):
-0.2 0.0 0.1
0.2 0.0 0.3
0.0 0.1 0.0

## Properties
Electronic energy ... -3257.931802 a.u.
Total charge ... -2
Lowest unoccupied orbital energy ... 4.236 eV
Energy relative to the best compared isomer or geometry (same formula, charge and spin) ... 0.0 kcal/mol

---

4.
Density functional theory data (ωB97M-V/def2-TZVPD) for C20H35ClN2O2 in the gas phase.

Element x y z (Å)
Cl: 0.616698 0.342228 3.309910
O: 0.648974 1.342187 0.268054
O: -0.071290 -0.049265 -3.187739
N: -1.936494 -1.194722 -0.732202
N: 1.448440 -0.354133 -1.376658
C: 0.754504 -3.551952 -0.438477
C: -2.795862 0.766583 1.769500
C: 2.734711 -2.075349 1.929469
C: -0.376138 -0.415508 1.941865
C: 0.171575 -0.191881 -2.014131
C: -3.834068 -2.403636 -1.799145
C: -0.916650 3.314157 -0.185546
C: -0.468648 4.847134 -0.131806
C: 0.050883 0.065730 0.503616
C: -2.720905 -1.262343 -1.979598
C: 3.959433 -0.928240 0.009311
C: -0.861003 -0.196557 -0.761252
C: -0.001474 2.471533 0.844727
C: 1.290515 -0.878506 0.022216
C: 2.612535 -0.884143 0.896171
C: -1.911924 -0.414381 2.298880
C: 4.686255 1.192629 -1.450847
C: -5.135038 -1.898629 -1.061514
C: 1.000661 -2.379676 -0.277010
C: 4.717557 0.477114 -0.026694
H: -0.798148 5.276514 0.858507
H: 1.845810 -2.227452 2.596212
H: -2.451582 1.281429 0.838056
H: -2.135137 -1.536539 -2.898752
H: 4.679975 -1.643836 0.514927
H: -0.072676 -1.507307 2.008314
H: -0.923100 5.371481 -1.015915
H: 5.809427 0.327781 0.247456
H: 2.673886 0.098800 1.454417
H: 4.249942 0.488969 -2.222858
H: -0.750997 2.867946 -1.213685
H: -0.574342 2.299328 1.793955
H: -5.017731 -1.755678 0.047672
H: 3.775336 -1.300236 -1.036199
H: -3.295423 -0.296366 -2.061503
H: -3.881275 0.474522 1.619084
H: 0.821962 3.204079 1.129443
H: -1.643401 -2.109290 -0.386838
H: 3.597356 -1.805693 2.620575
H: 5.686458 1.572713 -1.791051
H: 2.173177 0.346014 -1.526487
H: -2.379063 -1.382404 1.934151
H: -3.396898 -3.332572 -1.338106
H: -5.925982 -2.705710 -1.190234
H: -1.991763 3.275141 0.143386
H: 3.073306 -3.015461 1.401020
H: -5.566641 -0.977699 -1.556917
H: 0.261694 -4.524801 -0.672090
H: -1.448577 0.751565 -1.002673
H: 3.998093 2.094474 -1.409222
H: 4.318108 1.215733 0.726264
H: -2.825906 1.567837 2.578364
H: -4.151274 -2.680091 -2.853580
H: 0.656280 4.914572 -0.148718
H: -2.001647 -0.448330 3.427857

Forces on atoms 1 to 3 (eV/Å):
-0.6 -0.1 -0.9
-1.1 -0.1 1.8
0.3 0.1 1.1

## Properties
Electronic energy ... -1503.064181 a.u.
Lowest unoccupied orbital energy ... 0.731 eV
SMILES ... C#C[C@@]1([C@@H](C)CCC)NC(=O)[C@@H](NCCC)[C@@]1(OCCC)[C@@H](Cl)CC